No. 1
C3H11NO2 | ωB97M-V/def2-TZVPD

Orbital gap, eV: 9.68
E_LUMO, eV: 0.81
Calculated total energy, Eh: -326.097238
Relative energy (zero: lowest compared OMol25 entry of this formula, charge and spin), kcal per mole: 21.5

Last column: Mulliken charge in e.
Atoms and positions in Å:
H: 1.33147 -2.10600 -0.41348  0.277
H: 2.64063 0.48800 0.74470  0.343
O: -1.67888 1.82519 0.47107  -0.508
H: 0.13873 -1.78722 -1.70185  0.354
C: -1.61340 0.52319 1.06007  -0.653
C: -1.18032 -0.51933 0.05938  -0.485
H: -2.51906 1.84556 0.00466  0.312
O: 3.16451 1.23710 0.47965  -0.640
H: -2.56524 0.20545 1.47036  0.328
H: 1.72623 -0.91939 -1.59151  0.366
C: 0.88354 -1.33769 -1.04604  -1.005
H: -1.19464 -1.57369 0.35038  0.412
H: -0.83822 0.56062 1.82072  0.315
N: 0.28744 -0.32237 -0.19936  -0.282
H: -1.63584 -0.53466 -0.93997  0.356
H: 0.41013 0.64366 -0.46662  0.210
H: 2.64291 1.77159 -0.10217  0.300

***

No. 2
C4H8O3 | ωB97M-V/def2-TZVPD

Orbital gap, eV: 10.88
E_LUMO, eV: 0.87
Calculated total energy, Eh: -382.894151
Relative energy (zero: lowest compared OMol25 entry of this formula, charge and spin), kcal per mole: 44.3

Last column: Mulliken charge in e.
Atoms and positions in Å:
O: 1.67858 -0.81161 0.86165  -0.314
C: -0.34127 0.53644 0.40245  0.636
H: 1.59593 -0.88976 -1.21418  0.266
H: -2.31659 2.00088 0.08061  0.296
C: -1.99077 1.50574 -0.83757  -0.623
C: 1.94809 -1.46938 -0.34962  -0.634
H: -0.24233 -1.55614 1.15148  0.333
H: -2.84122 1.21405 -1.44693  0.230
O: -0.07349 1.65555 0.77966  -0.553
H: 1.50017 -2.47462 -0.38285  0.288
C: 0.32648 -0.60661 1.15265  -0.341
H: 3.03533 -1.56183 -0.40476  0.235
H: 0.34443 -0.02752 2.08201  0.223
O: -1.29367 0.29351 -0.50207  -0.318
H: -1.32967 2.19128 -1.37253  0.276

***

No. 3
C20H16AuBrIO2PSe4 | ωB97M-V/def2-TZVPD

Orbital gap, eV: 6.36
E_LUMO, eV: -1.49
Calculated total energy, Eh: -13876.749583
Relative energy (zero: lowest compared OMol25 entry of this formula, charge and spin), kcal per mole: 14.6

Last column: Mulliken charge in e.
Atoms and positions in Å:
C: -1.03382 -0.82948 -1.48009  0.605
C: -1.53936 -0.22213 -2.62791  -0.531
I: 1.21068 1.88160 -0.33654  0.435
C: -4.67698 -1.58110 -0.07562  0.564
C: -1.38077 -0.58005 3.98012  -0.731
C: 3.76767 0.34201 -0.75722  0.004
C: 0.22728 -1.02085 1.75677  0.116
O: -5.52259 -2.43618 -0.16046  -0.621
O: -4.94270 -0.30462 -0.02191  -0.571
H: -3.06158 -2.61130 0.88884  0.457
H: -1.26785 0.14170 -4.71757  0.413
C: -3.19639 -2.00211 -0.00570  -0.970
C: 0.76926 -1.07248 3.03280  -0.846
C: -1.12513 -0.74858 1.58602  1.025
H: 1.72299 -2.26250 -2.82062  0.477
Se: -2.11380 3.15394 0.21932  -0.154
C: 0.81036 -1.68271 -2.76693  -0.631
C: 0.31499 -1.05769 -3.90323  -0.547
H: 7.04649 0.71624 -0.02012  0.365
C: -0.86865 -0.34002 -3.83537  -0.771
Br: 3.55068 4.00386 1.21883  -0.184
H: 0.40049 -0.88852 5.13526  0.392
H: 5.49101 -0.86474 -1.13760  0.388
C: 5.50107 2.10071 0.48666  -0.445
C: 3.26529 1.51387 -0.19878  -0.083
H: -2.44948 0.36421 -2.57973  0.366
H: 0.87986 -1.16686 0.90929  0.000
C: -1.92447 -0.51920 2.70923  -0.779
H: -2.98361 -2.63805 -0.86477  0.406
H: -2.97855 -0.28736 2.59343  0.383
H: 6.16767 2.79739 0.97542  0.389
P: -2.01784 -0.61192 0.01854  0.561
Au: -3.54103 1.19225 0.00184  0.775
H: -2.01098 -0.39976 4.84033  0.405
H: 0.84843 -1.13666 -4.84100  0.413
C: 5.11869 0.04980 -0.69558  -0.715
Se: -5.66227 2.43301 -0.17646  -0.193
C: 5.98816 0.93279 -0.07188  -0.494
C: -0.02961 -0.85469 4.14324  -0.500
Se: -3.31175 4.79888 -0.92087  -0.154
H: 1.82538 -1.27456 3.15261  0.436
H: 3.08657 -0.33637 -1.25313  0.300
C: 4.14423 2.39202 0.42596  0.121
H: 0.52124 -2.10704 -0.69995  0.631
C: 0.13984 -1.57456 -1.56061  -0.367
Se: -5.15915 4.59780 0.45511  -0.140